Below is a structure of composition C11H23BeN5O6, with properties calculated with ωB97M-V/def2-TZVPD.

```
46
Properties=species:S:1:pos:R:3:nbo_charge:R:1
O 3.62433 -0.12219 0.84869 -0.98
H 4.40421 -0.69724 0.92758 0.47
Be -0.56175 -0.30810 -0.65697 1.63
N 0.65342 0.89860 -1.17796 -0.25
N 1.64735 1.40111 1.96151 -0.03
N -0.74823 -1.60381 -1.67148 -0.42
N -1.16267 -1.28726 0.67237 -0.18
O 0.88420 0.72757 -2.44204 -0.67
O -0.37734 -1.58412 -3.00270 -0.58
O -1.08050 -1.01782 1.92313 -0.56
O 0.73468 0.78835 2.84279 -0.57
C 1.12264 2.06726 0.89788 0.19
C 1.45149 1.73311 -0.48538 0.09
C -1.29228 -2.70168 -1.14149 0.28
C -1.57338 -2.50555 0.25156 0.02
C 2.62001 2.35341 -1.18511 -0.68
H 3.55298 2.03787 -0.69435 0.23
H 2.54951 3.45107 -1.17261 0.21
H 2.61448 1.99257 -2.21946 0.26
C 0.21102 3.23692 1.13686 -0.67
H 0.78742 4.18483 1.18958 0.22
H -0.35460 3.12658 2.07304 0.24
H -0.50837 3.34036 0.30399 0.22
C -1.48988 -4.00812 -1.83809 -0.69
C -2.13500 -3.53757 1.15512 -0.66
H -1.20360 -3.94471 -2.89656 0.25
H -2.54462 -4.32306 -1.78637 0.24
H -0.87140 -4.78569 -1.35287 0.24
H -2.34762 -3.09406 2.13431 0.26
H -1.42764 -4.37344 1.26956 0.22
H -3.05872 -3.94619 0.72391 0.21
H 0.13795 -0.71019 -3.03545 0.52
H 0.13557 0.14647 2.33032 0.51
C 2.96324 1.42272 2.51391 -0.45
H 3.50910 0.44730 1.75474 0.41
H 2.97372 1.13068 3.56813 0.23
H 3.51153 2.33460 2.25084 0.20
O 1.29091 -1.10255 0.16781 -1.02
H 2.17980 -0.70925 0.48437 0.52
H 1.57081 -1.83421 -0.41212 0.48
C -4.14093 2.15974 -1.09710 -0.73
C -2.92478 1.39101 -0.94387 0.46
N -1.96836 0.75865 -0.77630 -0.49
H -4.74557 2.04499 -0.18962 0.27
H -4.71163 1.80141 -1.96208 0.27
H -3.90148 3.21961 -1.24202 0.27
```

Properties
DFT total energy = -31909.8828 eV
Max |F| = 3.10 eV Å⁻¹
E_HOMO (spin up / spin down) = -7.241 / -7.360 eV
E_LUMO (spin up / spin down) = 0.005 / 0.003 Eh
Frontier orbital gap (spin up / spin down) = 7.4 / 7.5 eV
Charge = 0

Below is a cluster of 5 separate species, C11H23Br8NO in total, with properties calculated with ωB97M-V/def2-TZVPD.

```
44
Properties=species:S:1:pos:R:3:nbo_charge:R:1
C 27.15883 7.72204 -20.91157 -0.41
N 27.61779 8.23989 -22.18062 -0.42
C 26.85036 7.74703 -23.38257 -0.45
C 28.61100 9.09926 -22.38217 0.53
O 29.01293 9.39371 -23.49460 -0.63
H 26.10917 7.90762 -20.68381 0.20
H 27.73930 7.95688 -20.01938 0.22
H 27.20105 6.63742 -21.01122 0.20
H 25.76058 7.76119 -23.36560 0.21
H 27.23765 8.13757 -24.32363 0.25
H 27.17253 6.72020 -23.55557 0.20
H 29.01948 9.40850 -21.40763 0.11
Br 21.49710 -2.43421 -20.68735 -0.02
C 21.25078 -0.89375 -19.41016 -0.44
C 21.25162 0.46627 -20.07242 -0.40
Br 23.09062 0.72880 -20.97717 -0.04
H 22.11797 -0.76605 -18.76226 0.22
H 20.42049 -1.13328 -18.74582 0.24
H 21.05466 1.22450 -19.31453 0.23
H 20.44516 0.73702 -20.75391 0.22
Br 15.60520 2.16038 -8.54963 -0.03
C 16.97008 2.57088 -7.12800 -0.42
C 16.31999 2.30165 -5.74424 -0.41
Br 17.63637 2.16027 -4.20537 -0.05
H 17.11236 3.64939 -7.19645 0.22
H 17.91465 2.09242 -7.38677 0.24
H 15.83567 1.32739 -5.67832 0.23
H 15.62721 3.11048 -5.51198 0.23
Br 17.12575 16.41089 -10.76742 -0.06
C 15.89259 15.11744 -9.84935 -0.42
C 16.45145 13.69391 -10.00084 -0.40
Br 16.22415 12.96876 -11.91971 -0.04
H 15.01001 15.29831 -10.46291 0.24
H 15.76650 15.41752 -8.80909 0.23
H 15.77427 13.13874 -9.35175 0.22
H 17.46374 13.51587 -9.63799 0.23
Br 22.78653 6.35933 -13.11510 0.02
C 20.89804 6.74959 -12.69008 -0.46
C 19.98557 6.14809 -13.85036 -0.43
Br 20.63369 6.77555 -15.63280 -0.03
H 20.62109 7.78830 -12.50985 0.23
H 20.48714 6.28261 -11.79499 0.22
H 18.90891 6.23009 -13.70144 0.23
H 20.04734 5.06265 -13.92849 0.22
```

Properties
Energy relative to the best compared isomer or geometry (same formula, charge and spin) = 266.52 kJ/mol
DFT total energy = -575655.5497 eV
Max |F| = 2.98 eV Å⁻¹
E_HOMO = -9.299 eV
E_LUMO = 0.005 Eh
Frontier orbital gap = 9.4 eV
Charge = 0
SMILES = CN(C)C=O.BrCCBr.BrCCBr.BrCCBr.BrCCBr

Below is a cluster of 2 separate species, C11H23BrF3N5O5P in total, with properties calculated with ωB97M-V/def2-TZVPD.

```
49
Properties=species:S:1:pos:R:3:nbo_charge:R:1
N -0.85578 -3.10163 -1.97048 -0.81
C -0.03799 -1.98553 -1.44567 -0.26
C -0.74886 -0.60701 -1.54068 0.04
O -2.07193 -0.68650 -1.00717 -0.69
C 0.09040 0.57455 -0.90567 -0.27
N 1.16856 0.09877 -0.02695 -0.14
C 2.39895 -0.06451 -0.49042 0.27
N 3.21722 -0.53083 0.48075 -0.45
C 2.38277 -0.63196 1.53750 0.57
N 2.86497 -1.10300 2.70783 -0.91
P 2.02693 -1.38575 4.20457 1.17
O 2.60700 -2.86041 4.66218 -0.96
Br 2.88077 0.16679 5.62930 -0.23
N 1.11948 -0.23509 1.28794 -0.17
C -0.11439 -0.10946 2.05386 -0.29
C 0.01883 1.09083 3.06550 -0.08
O -0.63913 2.25292 2.58596 -0.51
C -0.05869 3.39598 3.18714 -0.16
C -0.41398 3.58995 4.68031 0.94
F -1.67085 3.28295 4.99401 -0.30
F -0.27129 4.91929 4.94001 -0.33
F 0.45430 2.98116 5.52014 -0.33
H -0.19582 -3.86702 -2.12332 0.37
H -1.43681 -3.44573 -1.20371 0.35
H 0.88060 -1.91394 -2.06915 0.20
H 0.27676 -2.25183 -0.40342 0.15
H -0.86298 -0.38176 -2.62320 0.25
H -2.06493 -1.43382 -0.39067 0.46
H -0.61217 1.25106 -0.38071 0.26
H 0.52354 1.17978 -1.72390 0.25
H 2.64137 0.16277 -1.53361 0.25
H 3.86375 -1.32080 2.69946 0.45
H 2.71543 -2.82540 5.63123 0.52
H -0.32741 -1.00798 2.66190 0.26
H -1.01923 0.07940 1.45057 0.27
H 1.11519 1.23501 3.21898 0.18
H -0.37218 0.79268 4.06381 0.21
H 1.05335 3.40758 3.12737 0.20
H -0.39543 4.30087 2.64653 0.24
C -2.18176 -0.34807 -6.58447 -0.09
C -1.89897 -0.92815 -5.21272 -0.10
O -1.97749 0.11044 -4.22527 -0.75
O -1.25798 0.69223 -6.87590 -0.71
H -2.09668 -1.11210 -7.35727 0.19
H -3.19021 0.08250 -6.61601 0.16
H -0.88616 -1.33014 -5.17030 0.18
H -2.60848 -1.72049 -4.96064 0.18
H -2.90470 0.36713 -4.14699 0.48
H -1.12791 1.17427 -6.04855 0.47
```

Properties
DFT total energy = -116945.3306 eV
Max |F| = 2.55 eV Å⁻¹
E_HOMO = -12.193 eV
E_LUMO = -0.114 Eh
Frontier orbital gap = 9.1 eV
Charge = +1

Below is a structure of composition C11H23CeN5O6, with properties calculated with ωB97M-V/def2-TZVPD.

```
46
Properties=species:S:1:pos:R:3:mulliken_spin:R:1
O 2.45881 -1.76096 -2.09919 0.00
H 2.67692 -2.71219 -2.08862 0.00
Ce -0.00403 -0.41849 -0.52987 0.98
N -0.05131 -1.05797 2.12289 0.21
N -0.36079 -2.57267 0.27846 -0.37
N 0.33584 2.02120 -0.62136 0.00
N 0.61564 0.41621 -2.63207 0.01
O 0.24168 -0.18099 2.98987 0.24
O 0.03498 2.98287 0.39454 0.00
O 0.81350 -0.48845 -3.67193 0.00
O -1.10105 -2.50049 -0.82694 -0.11
C -0.91063 -3.06726 1.43266 0.17
C -0.76772 -2.16979 2.50500 -0.15
C 0.45671 2.61868 -1.81819 0.00
C 0.63915 1.72741 -2.93138 0.00
C -1.49289 -2.31750 3.79669 0.02
H -2.50295 -1.88841 3.71198 -0.01
H -0.96945 -1.82265 4.61679 -0.01
H -1.61757 -3.37733 4.05707 0.00
C -1.65721 -4.35024 1.41014 -0.01
H -0.98053 -5.17267 1.12589 0.01
H -2.47012 -4.31851 0.66574 0.01
H -2.07713 -4.57567 2.39741 0.00
C 0.22586 4.08067 -1.98218 0.00
C 0.71328 2.21892 -4.33470 0.00
H 0.42690 4.61664 -1.05243 0.00
H -0.81982 4.25542 -2.28227 0.00
H 0.85684 4.46761 -2.79248 0.00
H 0.77642 1.35588 -5.00505 0.00
H 1.59220 2.85758 -4.49642 0.00
H -0.19597 2.79319 -4.56527 0.00
H 0.09184 2.50034 1.24697 0.00
H 1.51162 -1.10110 -3.28707 0.00
C 2.36736 -1.24068 -0.65730 0.01
H 1.66235 -1.86895 -0.04711 0.00
H 2.22411 -0.12751 -0.71427 0.00
H 3.36084 -1.37449 -0.19617 0.00
O 2.86025 1.13913 3.26344 0.00
H 2.79103 1.83979 2.58752 0.00
H 2.06864 0.57195 3.10946 0.00
C -3.30033 2.32916 1.92146 0.00
C -2.44572 1.39555 1.23443 0.00
N -1.83376 0.61619 0.61748 0.00
H -2.84785 2.63392 2.87713 0.00
H -4.27583 1.86121 2.12021 0.00
H -3.45437 3.22411 1.29859 0.00
```

Properties
Energy relative to the best compared isomer or geometry (same formula, charge and spin) = 88.13 kJ/mol
DFT total energy = -44430.9000 eV
Max |F| = 6.18 eV Å⁻¹
E_HOMO (spin up / spin down) = -9.148 / -9.606 eV
E_LUMO (spin up / spin down) = -0.189 / -0.188 Eh
Spin multiplicity = 2
Expectation value of S² = 1.17
Frontier orbital gap (spin up / spin down) = 4.0 / 4.5 eV
Charge = +1

Below is a cluster of 6 separate species, C11H23Cl10NO2 in total, with properties calculated with ωB97M-V/def2-TZVPD.

```
47
Properties=species:S:1:pos:R:3:nbo_charge:R:1
C 6.07787 -24.62798 9.49428 -0.49
N 7.32342 -24.41062 8.64410 0.52
O 8.33053 -25.10020 8.97951 -0.41
O 7.26855 -23.85967 7.55427 -0.37
H 6.56413 -24.98690 10.40138 0.23
H 5.33937 -25.31984 9.08924 0.26
H 5.63780 -23.67602 9.79128 0.23
Cl 9.53301 -27.79587 4.77517 -0.08
C 9.20930 -26.14554 5.49454 -0.36
C 10.51450 -25.47923 6.05266 -0.43
Cl 11.44168 -26.48302 7.06356 -0.01
H 8.57937 -26.23916 6.37915 0.22
H 8.71242 -25.48045 4.78824 0.22
H 10.15571 -24.58211 6.55717 0.23
H 11.13766 -25.17832 5.21050 0.21
Cl 10.09029 -21.01683 9.36023 -0.11
C 11.02229 -22.03421 10.59326 -0.35
C 11.62197 -23.26792 9.72803 -0.42
Cl 12.97564 -22.76299 8.75446 -0.03
H 10.32205 -22.23013 11.40529 0.23
H 11.84441 -21.48511 11.05229 0.22
H 10.91950 -23.85952 9.14097 0.24
H 12.00164 -23.99610 10.44476 0.22
Cl 7.26260 -21.82925 11.53369 -0.09
C 6.34163 -20.35810 11.03256 -0.36
C 5.19161 -20.73348 9.97852 -0.40
Cl 3.91352 -21.54194 10.89089 -0.05
H 7.05084 -19.74179 10.48004 0.22
H 6.02413 -19.85059 11.94346 0.23
H 5.54464 -21.42446 9.21300 0.23
H 4.92676 -19.76275 9.55943 0.22
Cl 5.91869 -23.06170 3.68548 -0.07
C 4.65454 -23.62299 4.83621 -0.38
C 4.98673 -24.99214 5.47401 -0.38
Cl 4.05362 -25.25714 7.01172 -0.06
H 3.71211 -23.71480 4.29632 0.22
H 4.61322 -22.75404 5.49296 0.23
H 6.06928 -25.01409 5.59935 0.23
H 4.85065 -25.80291 4.75830 0.23
Cl 6.32824 -27.63976 7.67339 -0.08
C 7.38203 -28.92507 8.27907 -0.39
C 7.06665 -29.39436 9.70149 -0.40
Cl 7.93126 -30.90817 9.87656 -0.03
H 8.38607 -28.50204 8.24685 0.23
H 7.27420 -29.72595 7.54760 0.23
H 5.98646 -29.48822 9.81317 0.22
H 7.44677 -28.70126 10.45198 0.22
```

Properties
DFT total energy = -142586.6286 eV
Max |F| = 3.42 eV Å⁻¹
E_HOMO = -10.428 eV
E_LUMO = -0.014 Eh
Frontier orbital gap = 10.0 eV
Charge = 0
SMILES = C[N+](=O)[O-].ClCCCl.ClCCCl.ClCCCl.ClCCCl.ClCCCl

Below is a structure of composition C11H23ClI2IrNP2, with properties calculated with ωB97M-V/def2-TZVPD.

```
41
Properties=species:S:1:pos:R:3:mulliken_spin:R:1
I 2.60514 -0.62052 -1.34976 0.98
I 1.67410 -0.88342 2.83654 1.39
Ir 0.80911 -0.31529 0.42327 1.61
P 1.04388 1.89118 1.26241 0.20
C 2.65355 2.58390 0.79401 0.03
C -0.21515 3.03729 0.57687 0.02
H -0.05905 4.03149 1.02961 0.01
H 0.80690 3.31175 3.21837 0.00
H -1.22111 2.68100 0.83337 0.00
H -0.05236 1.76722 3.42744 0.00
H 2.84739 2.36835 -0.26370 0.00
H -0.12179 3.11720 -0.51315 0.00
C 0.86105 2.23070 3.05082 0.02
H 2.63350 3.66744 0.97117 0.01
H 1.71457 1.82562 3.60296 0.02
H 3.42716 2.11398 1.40987 -0.01
P 0.06159 -2.55972 0.50214 0.20
C 1.23390 -3.72110 -0.24284 0.04
C -0.37503 -3.30291 2.12366 0.02
H -2.28610 -2.15676 0.02350 0.00
H -1.79120 -3.82812 -0.37310 0.01
H -1.36162 -2.48291 -1.46920 0.00
C -1.49521 -2.76929 -0.42342 0.01
H -1.03982 -2.63585 2.67697 0.00
H -0.87996 -4.26401 1.95922 0.00
H 0.73083 -4.68122 -0.39941 0.01
H 2.08773 -3.84955 0.43389 -0.01
H 0.53378 -3.47288 2.71910 0.02
H 1.59240 -3.31519 -1.19851 0.00
Cl -1.28240 -0.04134 1.68282 0.25
C -2.07122 1.29817 -3.58922 0.01
C -2.62582 0.98984 -2.35434 0.01
C -1.79362 0.54286 -1.31947 -0.01
N -0.46165 0.42256 -1.42564 0.08
C 0.06966 0.77766 -2.61313 0.05
C -0.69006 1.16850 -3.72031 0.01
H -2.68214 1.63107 -4.42595 0.00
H -3.67832 1.07271 -2.14257 0.00
H -2.22096 0.29267 -0.35025 0.02
H 1.16601 0.71364 -2.73759 0.01
H -0.14767 1.36327 -4.64649 0.00
```

Properties
Energy relative to the best compared isomer or geometry (same formula, charge and spin) = 0.00 kJ/mol
DFT total energy = -63380.1346 eV
Max |F| = 3.16 eV Å⁻¹
E_HOMO (spin up / spin down) = -18.061 / -19.115 eV
E_LUMO (spin up / spin down) = -0.410 / -0.539 Eh
Spin multiplicity = 6
Expectation value of S² = 8.77
Frontier orbital gap (spin up / spin down) = 6.9 / 4.5 eV
Charge = +3